{
  "formula": "C3H10NO4",
  "method": "ωB97M-V/def2-TZVPD",
  "species": ["O", "C", "N", "C", "O", "C", "H", "H", "H", "H", "H", "H", "H", "H", "O", "H", "H", "O"],
  "xyz": [[-1.504, -0.722, 0.160], [-1.081, 0.209, 0.853], [0.076, 0.260, 1.505], [1.510, -0.484, 1.073], [1.653, -0.429, -0.188], [-1.897, 1.521, 0.831], [0.151, 1.052, 2.106], [1.402, -1.457, 1.598], [2.160, 0.236, 1.660], [-2.714, 1.396, 0.120], [-2.413, 1.699, 1.775], [-1.303, 2.398, 0.580], [0.191, 0.047, -2.446], [-0.958, -0.170, -1.427], [-0.760, 0.114, -2.345], [2.270, -1.317, -1.616], [1.140, -2.205, -2.128], [2.077, -2.147, -2.112]],
  "charge": -1,
  "gap_ha": 0.292,
  "e_above_lowest_ev": 2.030,
  "e_lumo_ev": 3.8,
  "e_homo_ha": -0.1514,
  "largest_force_ha_per_bohr": 0.0375,
  "spin_multiplicity": 1
}

***

{
  "formula": "C36H57BiF3N12OSSb",
  "method": "ωB97M-V/def2-TZVPD",
  "species": ["Bi", "C", "C", "N", "N", "C", "N", "S", "C", "C", "C", "C", "C", "N", "H", "H", "H", "H", "H", "H", "H", "H", "H", "H", "C", "N", "C", "C", "N", "C", "C", "N", "C", "C", "N", "C", "N", "C", "C", "C", "N", "C", "H", "H", "H", "H", "H", "H", "H", "H", "H", "H", "H", "H", "H", "H", "H", "H", "H", "H", "H", "H", "H", "H", "H", "H", "C", "O", "H", "H", "H", "F", "C", "F", "F", "C", "C", "C", "N", "C", "C", "H", "H", "H", "H", "C", "C", "C", "C", "N", "C", "C", "H", "H", "H", "H", "H", "H", "H", "C", "Sb", "C", "C", "H", "H", "H", "H", "H", "H", "H", "H", "H"],
  "xyz": [[-0.900, 1.155, -0.380], [4.831, -1.761, 0.301], [3.422, -2.123, -0.094], [2.499, -2.428, 0.738], [2.883, -2.482, 2.052], [2.014, -2.841, 3.048], [2.648, -3.146, 4.206], [0.367, -2.865, 2.906], [3.120, -2.192, -1.557], [4.180, -2.458, -2.422], [3.944, -2.560, -3.782], [2.655, -2.374, -4.242], [1.666, -2.103, -3.308], [1.867, -2.018, -1.997], [4.844, -1.160, 1.212], [5.309, -1.175, -0.481], [5.450, -2.646, 0.471], [3.871, -2.519, 2.268], [3.605, -3.461, 4.210], [2.062, -3.474, 4.956], [5.181, -2.605, -2.041], [4.753, -2.781, -4.465], [2.412, -2.445, -5.292], [0.643, -1.957, -3.640], [-4.024, -0.538, 3.818], [-4.389, 0.094, 2.553], [-5.782, -0.116, 2.139], [-5.824, 0.468, 0.736], [-4.411, 0.517, 0.385], [-4.032, 1.062, -0.899], [-3.617, 0.386, 1.470], [-2.308, 0.539, 1.390], [-1.506, 0.601, 2.622], [-0.016, 0.688, 2.334], [0.333, 1.864, 1.530], [1.321, 2.685, 1.823], [1.628, 3.760, 1.058], [0.861, 4.378, 0.003], [2.778, 4.500, 1.553], [3.173, 3.732, 2.807], [2.244, 2.601, 2.827], [2.321, 1.732, 3.991], [-4.953, -0.709, 4.357], [-3.404, 0.100, 4.438], [-3.537, -1.505, 3.671], [-6.456, 0.387, 2.830], [-6.011, -1.185, 2.143], [-6.259, 1.471, 0.714], [-6.367, -0.162, 0.032], [-4.856, 0.884, -1.586], [-3.175, 0.529, -1.319], [-3.815, 2.130, -0.857], [-1.619, -0.303, 3.214], [-1.805, 1.467, 3.220], [0.289, -0.228, 1.811], [0.471, 0.647, 3.297], [0.002, 3.784, -0.281], [1.497, 4.530, -0.871], [0.497, 5.355, 0.332], [2.494, 5.532, 1.769], [3.571, 4.519, 0.802], [3.061, 4.329, 3.714], [4.201, 3.369, 2.765], [3.189, 2.052, 4.564], [2.476, 0.687, 3.725], [1.451, 1.827, 4.642], [-2.391, 3.648, 0.642], [-1.889, 2.973, -0.494], [-3.211, 3.098, 1.114], [-2.772, 4.619, 0.321], [-1.619, 3.813, 1.400], [6.639, 2.095, -0.724], [5.845, 2.771, -1.561], [6.357, 2.675, -2.789], [5.881, 4.063, -1.200], [4.422, 2.262, -1.516], [3.514, 2.682, -2.474], [2.202, 2.258, -2.361], [1.776, 1.466, -1.376], [2.669, 1.042, -0.483], [4.001, 1.414, -0.506], [3.817, 3.332, -3.284], [1.456, 2.578, -3.079], [2.297, 0.379, 0.291], [4.690, 1.061, 0.248], [-1.455, 1.785, -7.166], [-1.385, 1.710, -5.671], [-2.050, 2.626, -4.862], [-1.955, 2.528, -3.486], [-1.238, 1.575, -2.886], [-0.586, 0.692, -3.654], [-0.634, 0.723, -5.031], [-2.289, 2.400, -7.495], [-1.557, 0.792, -7.600], [-0.537, 2.223, -7.564], [-2.644, 3.418, -5.300], [-2.456, 3.223, -2.826], [-0.003, -0.058, -3.128], [-0.092, -0.015, -5.607], [-3.848, -2.298, -1.762], [-1.729, -2.333, -1.318], [-1.400, -3.726, -2.919], [-2.007, -3.878, 0.132], [-4.146, -3.323, -1.978], [-4.074, -1.679, -2.629], [-4.418, -1.939, -0.906], [-2.159, -4.498, -2.810], [-0.413, -4.177, -2.850], [-1.513, -3.248, -3.890], [-2.688, -4.604, -0.311], [-2.434, -3.482, 1.050], [-1.056, -4.346, 0.368]],
  "charge": 2,
  "gap_ha": 0.291,
  "e_lumo_ev": -4.6,
  "e_homo_ha": -0.4601,
  "largest_force_ha_per_bohr": 0.0114,
  "spin_multiplicity": 1
}